[1]
{"formula": "C5H10", "method": "ωB97M-V/def2-TZVPD", "smiles": "C1CCCC1", "symbols": ["H", "H", "H", "C", "H", "C", "H", "H", "C", "H", "H", "C", "C", "H", "H"], "coordinates": [[0.292, -0.863, 1.833], [0.727, 1.819, 0.365], [-1.624, 0.747, 0.058], [-1.173, -0.234, 0.305], [-1.141, -0.526, -1.926], [-0.424, -0.757, -1.123], [0.864, 0.879, -1.840], [-1.947, -0.876, 0.768], [-0.088, 0.029, 1.309], [1.806, -0.532, -1.234], [1.966, 0.797, 1.160], [0.999, 0.790, 0.597], [0.883, 0.039, -1.126], [-0.267, -1.845, -1.066], [-0.873, 0.533, 1.920]], "lowdin_charge": [0.11, 0.07, 0.10, -0.21, 0.09, -0.18, 0.08, 0.10, -0.30, 0.07, 0.09, -0.11, -0.12, 0.09, 0.11]}



[2]
{"formula": "C5H10", "method": "ωB97M-V/def2-TZVPD", "smiles": "C=CC(C)C", "symbols": ["C", "H", "H", "H", "H", "H", "H", "C", "C", "H", "C", "C", "H", "H", "H"], "coordinates": [[0.741, -1.253, 0.251], [1.709, 0.148, -0.745], [0.188, -2.027, 0.866], [-1.782, 1.341, 2.083], [1.347, -0.658, 0.858], [-1.990, -0.408, 1.363], [0.442, 1.526, 0.611], [-0.092, -0.219, -0.499], [-1.524, 0.674, 1.285], [1.373, -1.814, -0.442], [-0.478, 0.803, 0.523], [0.932, 0.283, -1.466], [1.188, -0.437, -2.275], [-0.829, -0.744, -1.026], [0.877, 1.340, -1.860]], "lowdin_charge": [-0.11, 0.04, 0.11, 0.04, 0.05, 0.11, 0.15, -0.48, -0.02, 0.08, -0.19, -0.11, 0.10, 0.12, 0.10]}



[3]
{"formula": "C5H10", "method": "ωB97M-V/def2-TZVPD", "symbols": ["H", "C", "H", "H", "H", "H", "H", "H", "C", "C", "C", "C", "H", "H", "H"], "coordinates": [[2.807, 1.200, -0.142], [1.280, -0.180, -0.186], [2.291, -1.178, -1.015], [0.710, -2.067, 0.543], [-1.906, 0.213, -1.268], [-1.617, -1.093, 0.913], [-1.103, 1.595, -0.527], [1.274, 1.637, 0.822], [1.818, 0.933, 0.208], [-1.711, 0.713, -0.316], [-1.031, -0.209, 0.663], [0.515, -1.303, -0.200], [-2.680, 1.069, 0.058], [0.047, -1.596, -1.133], [-0.695, 0.267, 1.582]], "lowdin_charge": [0.06, -0.31, 0.15, 0.10, 0.07, 0.05, 0.06, 0.07, 0.00, -0.17, -0.17, -0.14, 0.07, 0.09, 0.06]}



[4]
{"formula": "C5H10", "method": "ωB97M-V/def2-TZVPD", "smiles": "C=C(C)CC", "symbols": ["C", "H", "C", "H", "H", "H", "H", "C", "H", "H", "C", "H", "H", "H", "C"], "coordinates": [[-0.625, -0.452, -0.731], [-0.550, -0.439, -1.866], [0.082, 0.823, 1.408], [-0.723, -2.608, -0.550], [0.629, 0.014, 1.865], [0.878, -1.999, -0.429], [-1.747, -0.342, -0.553], [-0.161, -1.784, -0.205], [-0.234, -1.799, 0.901], [0.714, 1.490, -2.001], [0.757, 1.572, -0.901], [0.547, 1.776, 1.730], [-0.941, 0.709, 1.849], [1.271, 2.335, -0.404], [0.103, 0.704, -0.113]], "lowdin_charge": [-0.26, 0.12, -0.07, 0.05, 0.06, 0.08, 0.13, -0.12, 0.07, 0.07, 0.04, 0.08, 0.09, 0.03, -0.38]}



Energy above the lowest of the compared OMol25 structures with the same formula, charge and spin readings, ordered: 41.6, 53.2, 139.9, 18.7 kcal/mol
E_HOMO readings, ordered: -10.002, -9.573, -7.301, -9.241 eV